Version w
An isolated ion of composition C4H8N and charge +1, computed with ωB97M-V with the def2-TZVPD basis set.

Each line ends with the Löwdin charge.
Geometry (Å):
N1 -0.222 -0.002 -0.434  -0.0451
C1 -1.352 0.763 0.061  -0.0319
C2 2.290 0.043 -0.144  0.1313
C3 -1.425 -0.672 -0.051  -0.0476
C4 1.034 -0.001 0.258  -0.1000
H1 -0.056 -0.053 -1.386  0.1722
H2 0.825 -0.178 1.353  0.1543
H3 2.603 -0.028 -1.102  0.0553
H4 -1.286 1.226 1.081  0.1596
H5 -1.987 -1.327 -0.704  0.1461
H6 -1.342 -1.236 0.936  0.1672
H7 2.881 -0.036 0.698  0.0671
H8 -1.964 1.501 -0.567  0.1715

Results
SMILES: C=C[NH+]1CC1
LUMO energy (eV): -3.08
Multiplicity: 1
Gap between HOMO and LUMO (eV): 12.243
Total charge: +1

Version x
An isolated ion of composition C4H8N and charge +1, computed with ωB97M-V with the def2-TZVPD basis set.

Each line ends with the Löwdin charge.
Geometry (Å):
N1 0.512 -0.532 -1.353  -0.0431
C1 -0.024 0.444 -0.490  -0.1220
C2 0.875 -1.820 -0.618  -0.0437
C3 -0.175 0.465 0.813  0.2406
C4 -0.835 1.601 1.526  -0.0323
H1 -1.691 1.262 2.245  0.1420
H2 0.164 -1.914 0.173  0.0682
H3 -1.398 2.252 0.735  0.1743
H4 1.028 -2.689 -1.394  0.1376
H5 -0.160 2.203 2.075  0.0678
H6 -0.377 1.252 -1.097  0.1670
H7 1.908 -1.783 -0.294  0.0813
H8 0.173 -0.740 -2.322  0.1623

Results
LUMO energy (eV): -8.56
Multiplicity: 1
Gap between HOMO and LUMO (eV): 5.590
Total charge: +1

Version y
C4H8N as an isolated structure, computed with ωB97M-V with the def2-TZVPD basis set.

Each line ends with the Löwdin charge.
Geometry (Å):
N1 0.474 1.006 -0.027  0.1352
C1 0.737 -0.903 -0.044  -0.0598
C2 1.856 0.219 -0.022  0.0684
C3 -1.857 0.109 -0.025  0.0263
C4 -0.422 0.069 0.088  -0.1931
H1 0.689 -1.473 0.875  0.1314
H2 0.447 1.938 0.146  0.1260
H3 2.439 0.612 -0.847  0.1337
H4 -2.236 -0.324 -0.894  0.0812
H5 2.078 0.430 1.001  0.1163
H6 -2.194 1.188 -0.128  0.1272
H7 0.766 -1.498 -0.941  0.1299
H8 -2.275 -0.404 0.984  0.1773

Results
LUMO energy (eV): -4.53
Multiplicity: 1
Gap between HOMO and LUMO (eV): 12.286
Total charge: +1

Stability, lowest: version x

Version w
A 2-piece molecular cluster, C8H8 overall, computed with ωB97M-V with the def2-TZVPD basis set.

Each line ends with the Löwdin charge.
Geometry (Å):
C1 1.252 1.084 -0.838  -0.1052
C2 -0.065 -1.730 3.911  -0.0155
C3 -0.034 -0.779 -1.686  -0.1051
C4 0.070 1.769 -0.551  -0.1052
C5 -0.044 -1.240 2.802  -0.0067
C6 1.200 -0.190 -1.406  -0.1051
C7 -1.215 -0.094 -1.399  -0.1051
C8 -1.163 1.180 -0.832  -0.1052
H1 -0.075 -1.781 -2.133  0.1049
H2 -2.093 1.719 -0.606  0.1049
H3 -2.186 -0.557 -1.620  0.1049
H4 2.222 1.547 -0.617  0.1049
H5 -0.026 -0.805 1.817  0.0080
H6 -0.083 -2.165 4.896  0.0156
H7 0.111 2.771 -0.105  0.1049
H8 2.129 -0.729 -1.631  0.1049

Results
SMILES: c1ccccc1.C#C
LUMO energy (eV): 1.06
Multiplicity: 1
Gap between HOMO and LUMO (eV): 10.612

Version x
A 2-piece molecular cluster, C8H8 overall, computed with ωB97M-V with the def2-TZVPD basis set.

Each line ends with the Löwdin charge.
Geometry (Å):
C1 2.561 -0.435 -0.360  -0.0515
C2 3.001 0.332 0.480  0.0423
C3 0.338 0.604 -0.116  -0.1118
C4 -2.179 -0.588 0.218  -0.1031
C5 -2.075 0.770 0.052  -0.0957
C6 -1.046 -1.320 0.075  -0.0901
C7 0.214 -0.762 0.051  -0.1111
C8 -0.832 1.371 -0.185  -0.0581
H1 -3.168 -0.965 0.334  0.0986
H2 -3.014 1.316 0.026  0.1018
H3 -1.056 -2.360 -0.028  0.0890
H4 1.080 -1.399 -0.132  0.0556
H5 1.308 1.016 -0.082  0.0278
H6 2.262 -1.203 -0.999  0.0513
H7 -0.691 2.433 -0.380  0.1009
H8 3.299 1.190 1.047  0.0542

Results
SMILES: c1ccccc1.C#C
LUMO energy (eV): 0.98
Multiplicity: 1
Gap between HOMO and LUMO (eV): 10.200

Stability, lowest: version x

Version w
One molecule with the formula C8H8, computed with ωB97M-V with the def2-TZVPD basis set.

Each line ends with the Löwdin charge.
Geometry (Å):
C1 0.470 0.017 0.145  -0.2386
C2 -1.934 -0.219 0.268  -0.0743
C3 1.834 -0.575 0.106  -0.1345
C4 2.088 -1.877 0.005  0.0089
C5 0.336 1.373 -0.228  -0.0378
C6 -0.657 -0.751 0.387  -0.0517
C7 -0.947 1.859 -0.470  -0.0903
C8 -2.056 1.107 -0.136  -0.1012
H1 -1.000 2.860 -0.872  0.0995
H2 2.620 0.135 0.349  0.0999
H3 -0.559 -1.791 0.660  0.1039
H4 -2.850 -0.759 0.459  0.1017
H5 1.353 -2.596 -0.323  0.0562
H6 1.213 1.956 0.009  0.1073
H7 -3.021 1.494 -0.425  0.0986
H8 3.109 -2.234 0.067  0.0523

Results
SMILES: C=Cc1ccccc1
LUMO energy (eV): 0.88
Multiplicity: 1
Gap between HOMO and LUMO (eV): 9.536

Version x
A 2-piece molecular cluster, C8H8 overall, computed with ωB97M-V with the def2-TZVPD basis set.

Each line ends with the Löwdin charge.
Geometry (Å):
C1 2.736 -0.399 -0.238  -0.0643
C2 0.316 0.340 -0.271  -0.1052
C3 -2.351 -0.310 0.206  -0.0932
C4 -1.398 -1.337 0.128  -0.0806
C5 -0.648 1.355 -0.165  -0.0794
C6 3.349 0.313 0.498  0.0437
C7 -1.971 1.020 0.033  -0.1072
C8 -0.077 -0.992 -0.135  -0.1007
H1 2.506 -1.283 -0.811  0.0656
H2 -2.735 1.795 0.092  0.1023
H3 3.866 1.191 0.755  0.0297
H4 -3.389 -0.488 0.417  0.0922
H5 -0.352 2.379 -0.307  0.0966
H6 1.364 0.584 -0.461  0.0270
H7 0.685 -1.750 -0.281  0.0756
H8 -1.688 -2.372 0.251  0.0977

Results
SMILES: c1ccccc1.C#C
LUMO energy (eV): 1.06
Multiplicity: 1
Gap between HOMO and LUMO (eV): 10.202

Version y
One molecule with the formula C8H8, computed with ωB97M-V with the def2-TZVPD basis set.

Each line ends with the Löwdin charge.
Geometry (Å):
C1 -1.158 3.053 1.443  0.1254
C2 -0.745 2.055 0.882  -0.1054
C3 1.073 -0.464 -1.262  -0.1567
C4 -0.355 0.830 0.269  -0.2791
C5 -0.597 -1.603 0.352  -0.0887
C6 -1.064 -0.389 0.626  -0.0723
C7 0.693 0.802 -0.558  -0.0422
C8 0.763 -1.705 -0.312  -0.1684
H1 -1.492 3.974 1.885  0.0267
H2 0.529 -0.582 -2.214  0.1200
H3 0.767 -2.639 -0.892  0.1004
H4 1.128 1.716 -0.930  0.1152
H5 -2.008 -0.351 1.169  0.1120
H6 1.544 -1.845 0.448  0.1121
H7 -1.190 -2.480 0.622  0.1046
H8 2.114 -0.371 -1.529  0.0963

Results
SMILES: C#CC1=CCCC=C1
LUMO energy (eV): 0.69
Multiplicity: 1
Gap between HOMO and LUMO (eV): 9.022

Stability, lowest: version x